Entry 1:
Here is C5H7NO in the gas phase at a distorted geometry from the OMol25 dataset. Energies are from wB97M-V/def2-TZVPD.

Element x y z (Å)
C  1.5645  0.0511  0.3226
C  0.1778  -0.5484  0.1025
O  0.2402  -1.9238  -0.1501
C  -1.1197  -0.0729  0.6954
C  -0.8114  0.2284  -0.7585
C  -0.5124  1.6055  -1.0584
N  -0.2527  2.7228  -1.2163
H  2.2949  -0.7643  0.3302
H  1.6618  0.6076  1.2582
H  1.8420  0.7293  -0.4931
H  -0.4491  -2.3424  0.3789
H  -1.1575  0.7592  1.3926
H  -1.9219  -0.7990  0.8396
H  -1.3258  -0.3381  -1.5282

Summary:
* electronic energy: -8834.66953 eV
* frontier orbital gap: 10.750 eV
* structure (SMILES): C[C@@]1(O)C[C@H]1C#N
* E_HOMO: -10.100 eV
* maximum force: 1.1 eV/Å
* LUMO energy: 0.0239 Ha
* ΔE to the lowest compared entry with this formula, charge and spin: 35.4 kcal/mol

***

Entry 2:
Here is C5H7NO in the gas phase from the OMol25 dataset. Energies are from wB97M-V/def2-TZVPD.

Element x y z (Å)
C  1.5495  0.8059  0.5790
C  0.1696  0.2314  0.4749
N  -0.6381  -0.5787  1.3875
C  -0.2557  -1.1581  0.1150
C  -1.0194  -0.6529  -1.1158
C  -0.7563  0.7652  -0.5886
O  -1.0558  1.8792  -0.9235
H  1.7767  1.1532  -0.4382
H  2.2948  0.0529  0.8422
H  1.6337  1.6734  1.2357
H  -1.6175  -0.2956  1.4389
H  0.3571  -2.0523  0.1628
H  -2.0225  -0.9866  -1.3835
H  -0.3495  -0.7654  -1.9816

Summary:
* electronic energy: -8833.91336 eV
* frontier orbital gap: 10.287 eV
* structure (SMILES): C[C@]12N[C@H]1CC2=O
* E_HOMO: -9.359 eV
* maximum force: 0.6 eV/Å
* LUMO energy: 0.0341 Ha
* ΔE to the lowest compared entry with this formula, charge and spin: 52.8 kcal/mol

***

Entry 3:
Here is 2 unconnected molecules or ions with the total composition C5H7NO at a distorted geometry from the OMol25 dataset. Energies are from wB97M-V/def2-TZVPD.

Element x y z (Å)
O  2.9274  -0.3606  -0.7203
C  2.1758  0.4271  -1.0398
C  -0.2264  0.0291  0.0596
C  -0.9956  -0.7701  -0.8953
N  -1.3880  -0.7399  0.5344
C  -0.1864  1.5120  0.2401
C  -0.0250  -1.0556  1.0244
H  0.6993  2.0020  -0.1718
H  -1.6535  -0.2109  -1.5599
H  -0.6074  -1.7131  -1.2942
H  -1.0668  1.9257  -0.2561
H  -0.2372  1.7270  1.3084
H  0.1692  -0.7634  2.0563
H  0.4146  -2.0095  0.7142

Summary:
* electronic energy: -8833.29218 eV
* frontier orbital gap: 10.947 eV
* E_HOMO: -9.936 eV
* maximum force: 1.7 eV/Å
* LUMO energy: 0.0372 Ha
* ΔE to the lowest compared entry with this formula, charge and spin: 67.1 kcal/mol